1.
Density functional theory data (wB97M-V/def2-TZVPD) for an isolated molecule of C3H8N2O2.

Results
Highest occupied orbital energy = -9.2 eV
LUMO energy = 0.68 eV
DFT total energy = -10313.93484 eV
Kohn-Sham gap = 9.840 eV
2S+1 = 1

Geometry as XYZ:
```
15
C3H8N2O2 wB97M-V/def2-TZVPD
N -0.08 1.04 2.24
C 0.85 0.65 1.31
O 2.01 0.63 1.79
C 0.28 0.69 -0.09
N -0.54 -0.40 -0.21
C -0.15 -1.41 -1.17
O -0.61 -0.79 -2.49
H 0.21 1.24 3.39
H -1.09 1.09 2.08
H -0.47 1.65 -0.11
H 1.00 0.95 -0.93
H -1.50 -0.19 -0.38
H 0.87 -1.46 -1.02
H -0.65 -2.39 -1.18
H -0.14 -1.31 -3.23
```



2.
Density functional theory data (wB97M-V/def2-TZVPD) for a structure of composition C3H8N2O2.

Results
Highest occupied orbital energy = -8.8 eV
LUMO energy = 0.76 eV
DFT total energy = -10312.62420 eV
Kohn-Sham gap = 9.560 eV
2S+1 = 1

Geometry as XYZ:
```
15
C3H8N2O2 wB97M-V/def2-TZVPD
C 1.23 -0.10 0.14
C -1.19 -1.55 0.40
C -0.65 -0.11 0.53
N 1.86 0.83 0.77
N -0.45 0.94 -1.56
O 1.68 -0.93 -0.59
O -1.24 0.76 -0.36
H -2.12 -1.42 -0.02
H -0.53 -2.08 -0.37
H -1.33 -2.05 1.37
H -0.64 0.34 1.52
H 1.32 1.64 1.05
H 2.86 0.75 0.84
H 0.32 1.71 -1.37
H -1.12 1.27 -2.35
```



3.
Density functional theory data (wB97M-V/def2-TZVPD) for an isolated molecule of C3H8N2O2.

Results
Highest occupied orbital energy = -9.7 eV
LUMO energy = 0.71 eV
DFT total energy = -10315.97298 eV
Kohn-Sham gap = 10.390 eV
2S+1 = 1

Geometry as XYZ:
```
15
C3H8N2O2 wB97M-V/def2-TZVPD
N 0.28 0.57 2.40
C 0.10 1.44 1.33
O -0.16 2.63 1.37
N 0.28 0.85 0.10
C 0.15 -0.60 -0.17
C -0.63 -0.77 -1.50
O -0.14 -1.96 -2.13
H 0.93 -0.16 2.11
H 0.83 0.99 3.15
H 0.08 1.52 -0.63
H 1.15 -1.03 -0.27
H -0.42 -1.05 0.63
H -0.28 0.13 -2.05
H -1.71 -0.74 -1.32
H -0.45 -1.81 -3.02
```



4.
Density functional theory data (wB97M-V/def2-TZVPD) for a cluster of 2 separate species, C3H8N2O2S in total.

Results
Highest occupied orbital energy = -8.7 eV
LUMO energy = 0.54 eV
DFT total energy = -21148.37008 eV
Kohn-Sham gap = 9.251 eV
2S+1 = 1

Geometry as XYZ:
```
16
C3H8N2O2S wB97M-V/def2-TZVPD
O 1.00 -2.28 -2.74
S 0.46 -0.97 -3.11
O -0.92 -1.09 -3.54
C 0.15 -0.40 -1.18
N -1.02 -0.37 -0.56
C -0.99 -0.80 0.73
C 0.49 -0.91 1.11
N 1.09 -0.63 -0.26
H -1.87 -0.37 -1.11
H -1.32 -1.83 0.90
H -1.66 -0.19 1.46
H 0.74 -0.23 1.98
H 0.84 -1.95 1.38
H 1.96 -1.04 -0.67
H -0.40 1.78 -2.99
H -0.46 2.33 -2.54
```



5.
Density functional theory data (wB97M-V/def2-TZVPD) for a structure of composition C3H8N2O2S.

Results
Highest occupied orbital energy = -8.2 eV
LUMO energy = 0.40 eV
DFT total energy = -21145.11183 eV
Kohn-Sham gap = 8.557 eV
2S+1 = 1

Geometry as XYZ:
```
16
C3H8N2O2S wB97M-V/def2-TZVPD
C -1.32 -1.35 1.26
C -0.47 -1.22 -0.93
C 0.48 -0.17 -0.39
H -0.73 -0.46 1.46
H -0.92 -2.34 1.48
H -2.29 -1.31 1.83
H -0.62 -1.13 -2.11
H 0.33 -2.07 -0.92
H 1.76 -1.96 -0.34
H 2.32 0.81 0.58
H -1.89 1.25 0.29
N 1.71 -0.69 -0.23
N 0.49 1.01 0.13
O -1.70 -1.35 -0.41
O 2.78 -0.01 0.43
S -0.88 2.02 -0.08
```



6.
Density functional theory data (wB97M-V/def2-TZVPD) for an isolated molecule of C3H8N2O2S.

Results
Highest occupied orbital energy = -9.8 eV
LUMO energy = 0.75 eV
DFT total energy = -21148.91911 eV
Kohn-Sham gap = 10.528 eV
2S+1 = 1

Geometry as XYZ:
```
16
C3H8N2O2S wB97M-V/def2-TZVPD
C 2.20 -1.99 0.58
C 1.45 -1.18 -0.15
C 0.84 0.04 0.39
S -1.16 -0.04 0.26
O -1.71 -0.59 1.46
O -1.49 -0.63 -1.01
N -1.58 1.62 0.20
N -1.68 2.12 -1.10
H 2.66 -2.87 0.16
H 2.39 -1.79 1.62
H 1.26 -1.38 -1.19
H 1.03 0.93 -0.21
H 1.01 0.21 1.44
H -2.46 1.73 0.70
H -0.76 2.44 -1.39
H -1.99 1.38 -1.74
```



7.
Density functional theory data (wB97M-V/def2-TZVPD) for an isolated molecule of C3H8N2O2S2.

Results
Highest occupied orbital energy = -8.9 eV
LUMO energy = 0.45 eV
DFT total energy = -31984.78354 eV
Kohn-Sham gap = 9.344 eV
2S+1 = 1

Geometry as XYZ:
```
17
C3H8N2O2S2 wB97M-V/def2-TZVPD
N -0.77 2.50 1.10
S -1.51 1.56 -0.09
O -1.09 1.84 -1.43
O -2.85 1.79 0.26
C -1.07 -0.14 0.53
N 0.33 -0.13 0.62
C 0.88 -0.27 -0.72
C 0.13 -1.50 -1.39
S -1.62 -1.28 -0.78
H 0.22 2.29 1.27
H -1.38 2.43 1.87
H -1.69 -0.30 1.39
H 0.83 -0.78 1.26
H 1.90 -0.55 -0.88
H 0.67 0.74 -1.35
H 0.04 -1.47 -2.54
H 0.34 -2.49 -1.05
```



8.
Density functional theory data (wB97M-V/def2-TZVPD) for an isolated molecule of C3H8N2O4.

Results
Highest occupied orbital energy = -9.5 eV
LUMO energy = 0.65 eV
DFT total energy = -14411.17789 eV
Kohn-Sham gap = 10.188 eV
2S+1 = 1

Geometry as XYZ:
```
17
C3H8N2O4 wB97M-V/def2-TZVPD
N 1.01 1.32 0.30
C 0.35 0.21 -0.37
N -0.12 0.68 -1.65
C 1.31 -0.94 -0.58
O 1.69 -1.68 0.30
C -0.82 -0.26 0.57
O -1.46 -1.30 -0.08
O -1.73 0.77 0.74
O -0.35 -0.63 1.82
H 1.75 1.67 -0.29
H 1.40 1.01 1.19
H -0.73 1.48 -1.52
H -0.68 -0.06 -2.08
H 1.71 -1.01 -1.61
H -2.34 -1.40 0.31
H -1.31 1.46 1.26
H 0.32 -1.32 1.70
```



9.
Density functional theory data (wB97M-V/def2-TZVPD) for the ion C3H8N2OP with charge +1.

Results
Highest occupied orbital energy (alpha / beta) = -13.4 / -13.3 eV
LUMO energy (alpha / beta) = -5.18 / -5.99 eV
DFT total energy = -17546.56644 eV
Kohn-Sham gap (alpha / beta) = 8.236 / 7.312 eV
Net charge = +1
2S+1 = 1

Geometry as XYZ:
```
15
C3H8N2OP wB97M-V/def2-TZVPD
C 1.28 -0.35 -0.02
C 0.68 0.81 -0.76
C -1.31 0.33 0.54
N 0.36 -1.37 0.19
N -0.44 1.42 0.11
O -1.18 -3.46 0.28
P 0.15 -2.92 0.01
H 2.18 -0.64 -0.52
H 1.61 -0.01 0.93
H 1.42 1.37 -1.17
H 0.04 0.44 -1.63
H -2.07 0.01 -0.18
H -1.48 0.34 1.65
H -0.20 1.94 1.06
H -1.02 2.09 -0.48
```



10.
Density functional theory data (wB97M-V/def2-TZVPD) for an isolated molecule of C3H8N2OS.

Results
Highest occupied orbital energy = -8.5 eV
LUMO energy = 0.84 eV
DFT total energy = -19101.35065 eV
Kohn-Sham gap = 9.295 eV
2S+1 = 1

Geometry as XYZ:
```
15
C3H8N2OS wB97M-V/def2-TZVPD
C 1.20 0.91 -0.50
C 0.42 -0.37 -0.25
N 0.95 -1.49 0.07
O 2.36 -1.44 0.06
N -0.96 -0.21 -0.25
C -1.60 0.99 0.33
S -1.91 -1.65 -0.36
H 1.38 1.47 0.41
H 2.20 0.73 -0.97
H 0.63 1.59 -1.21
H 2.54 -2.35 0.33
H -1.74 0.79 1.42
H -1.00 1.86 0.13
H -2.58 1.15 -0.14
H -1.90 -2.00 0.94
```



11.
Density functional theory data (wB97M-V/def2-TZVPD) for a cluster of 2 separate species, C3H8N2OS in total.

Results
Highest occupied orbital energy = -7.5 eV
LUMO energy = -3.15 eV
DFT total energy = -19098.61651 eV
Kohn-Sham gap = 4.361 eV
2S+1 = 1

Geometry as XYZ:
```
15
C3H8N2OS wB97M-V/def2-TZVPD
N -1.52 -1.63 0.43
C -0.50 -0.78 -0.09
C -0.70 0.18 -1.16
S 3.05 -0.33 0.00
C -0.50 0.81 0.38
N 0.66 1.43 0.51
O -1.54 1.04 0.98
H -2.20 -1.00 0.86
H -1.96 -2.15 -0.33
H 0.53 -1.14 -0.12
H -0.10 -0.09 -2.01
H -1.71 0.46 -1.41
H 4.24 0.24 0.27
H 0.69 2.15 1.24
H 1.55 0.83 0.44
```



12.
Density functional theory data (wB97M-V/def2-TZVPD) for an isolated molecule of C3H8N2OS.

Results
Highest occupied orbital energy = -9.2 eV
LUMO energy = 0.74 eV
DFT total energy = -19103.47660 eV
Kohn-Sham gap = 9.937 eV
2S+1 = 1

Geometry as XYZ:
```
15
C3H8N2OS wB97M-V/def2-TZVPD
N -0.15 -0.05 -2.35
C 0.35 -0.34 -1.15
O 1.08 -1.31 -0.97
C 0.08 0.56 0.02
N 1.27 0.67 0.85
C -0.93 -0.37 0.78
S -1.05 -0.07 2.58
H -0.30 0.90 -2.63
H -0.04 -0.74 -3.09
H -0.37 1.53 -0.33
H 1.10 1.02 1.77
H 1.98 1.22 0.33
H -1.91 -0.33 0.27
H -0.50 -1.40 0.80
H -0.61 -1.29 3.10
```